A single CH4ClNO2S molecule at a distorted geometry, computed with ωB97M-V with the def2-TZVPD basis set.

XYZ file:
```
10
Properties=species:S:1:pos:R:3:mulliken_charge:R:1
Cl 0.66 2.59 1.17 -0.17
S -0.71 1.03 1.06 0.93
O -1.51 1.47 -0.32 -0.60
O 0.17 -0.14 0.70 -0.21
N -1.34 0.72 2.37 -0.49
C 0.54 -0.41 -0.66 -0.53
H -2.26 1.04 2.51 0.30
H 0.36 -1.54 -0.79 0.22
H 1.68 -0.03 -0.76 0.24
H -0.06 0.25 -1.35 0.30
```

Net charge: 0
Structure (SMILES): CO[S@](=N)(=O)Cl
ΔE to the lowest compared entry with this formula, charge and spin (kcal/mol): 43.4
HOMO energy (eV): -10.60
LUMO energy (eV): 0.0140


A molecular structure, CH3Br3Si at a distorted geometry, computed with ωB97M-V with the def2-TZVPD basis set.

XYZ file:
```
8
Properties=species:S:1:pos:R:3:mulliken_charge:R:1
Br -1.37 0.74 0.07 -0.17
Br 1.58 -0.68 2.14 -0.01
Br 2.35 2.30 2.02 0.06
Si -1.07 -0.69 -1.52 0.55
C 1.14 1.10 2.61 -0.06
H -1.09 -1.97 -0.87 -0.11
H -1.85 -0.50 -2.63 -0.15
H 0.31 -0.30 -1.81 -0.11
```

Net charge: 0
ΔE to the lowest compared entry with this formula, charge and spin (kcal/mol): 131.8
HOMO energy (eV): -9.18
LUMO energy (eV): -1.1729


17 unconnected molecules or ions with the total composition C17H17Cl51 at a distorted geometry, computed with ωB97M-V with the def2-TZVPD basis set.

XYZ file:
```
85
Properties=species:S:1:pos:R:3:mulliken_charge:R:1
Cl -0.22 0.86 -6.02 -0.02
Cl -5.16 1.70 -5.69 -0.12
Cl 4.72 0.76 -3.93 -0.09
Cl 0.70 5.48 3.36 -0.15
Cl -2.09 2.98 1.00 -0.06
Cl -0.49 2.79 3.71 -0.01
Cl 0.71 0.70 1.12 0.36
Cl -8.09 1.70 1.12 -0.15
Cl -5.22 1.56 0.48 0.09
Cl -5.50 -2.68 1.60 -0.08
Cl -4.09 -4.39 -0.37 -0.11
Cl -3.99 -2.43 4.70 -0.06
Cl 2.06 -0.60 -4.01 0.05
Cl 2.37 3.14 -4.98 0.03
Cl 4.92 0.43 2.49 -0.07
Cl -1.21 4.41 -1.36 -0.08
Cl 0.20 -3.47 -1.43 -0.01
Cl 0.65 -5.09 1.97 -0.14
Cl -2.43 0.14 -7.75 -0.13
Cl -0.78 -1.88 -6.48 -0.14
Cl 3.42 -0.59 -0.70 0.11
Cl 3.36 -2.86 2.57 0.16
Cl 3.59 -3.34 -1.61 -0.09
Cl -2.05 -2.29 -2.86 -0.01
Cl 1.15 -0.25 5.96 -0.05
Cl 5.97 -1.61 -1.68 -0.10
Cl -1.27 -5.11 -3.30 -0.13
Cl -2.58 0.01 4.07 0.09
Cl -6.16 0.36 2.94 -0.07
Cl -1.77 -0.31 -0.11 0.41
Cl 2.86 -4.25 5.14 -0.05
Cl 3.47 5.27 -2.61 -0.10
Cl -6.07 2.66 -3.07 -0.11
Cl 5.73 1.80 4.94 -0.13
Cl 2.46 3.24 3.98 -0.07
Cl -3.82 -0.31 6.66 -0.16
Cl 5.49 -4.37 3.68 -0.13
Cl 0.00 1.37 -1.64 0.16
Cl 4.51 3.03 -6.94 -0.10
Cl 5.34 -1.20 4.82 -0.08
Cl -0.32 -1.51 8.16 -0.12
Cl -5.03 -1.74 -1.15 -0.07
Cl 3.35 2.68 -1.45 -0.07
Cl 1.86 4.88 -0.26 -0.10
Cl -0.11 -2.33 2.40 0.09
Cl -4.01 4.41 -0.56 -0.07
Cl 3.56 -0.24 -6.41 -0.09
Cl 2.40 -2.32 7.73 -0.10
Cl -3.28 1.96 -3.54 -0.02
Cl -2.09 -4.50 2.74 -0.08
Cl 3.20 5.48 -6.49 -0.14
C 2.45 4.15 -1.71 0.27
C -4.44 -2.74 0.19 0.75
C -0.07 0.19 -0.32 -0.42
C -4.98 1.58 -3.93 0.14
C 1.23 -1.01 7.59 -0.05
C 4.47 -2.03 -0.82 0.09
C -1.52 -0.28 -6.29 0.36
C 2.92 3.70 -6.58 -0.10
C 3.69 -0.53 -4.69 -0.20
C -3.01 -1.14 5.31 0.15
C 0.92 3.72 3.22 0.58
C -2.36 4.48 0.03 -0.27
C -6.58 0.71 1.26 -0.04
C -0.68 -3.92 1.86 0.56
C -0.70 -3.45 -2.96 -0.07
C 4.78 0.39 4.30 0.38
C 3.71 -4.29 3.54 -0.29
H 1.51 -0.19 8.25 0.31
H 4.20 -1.48 -4.57 0.35
H 1.05 3.65 2.14 -0.40
H 4.70 -2.21 0.23 0.10
H 2.19 3.51 -7.36 0.32
H -2.20 5.35 0.68 0.40
H -6.75 -0.24 0.76 0.13
H -5.15 0.56 -3.57 0.09
H -0.11 -3.16 -3.83 0.16
H -2.23 -0.24 -5.46 -0.11
H -3.48 -2.35 0.54 -0.54
H -0.87 -3.89 0.79 -0.41
H 3.40 -5.22 3.07 0.34
H 0.49 -0.68 -0.67 -0.17
H 3.73 0.55 4.56 -0.16
H -2.08 -1.51 5.75 0.00
H 1.53 3.94 -2.26 -0.15
```

Net charge: 0
ΔE to the lowest compared entry with this formula, charge and spin (kcal/mol): 15.2
HOMO energy (eV): -10.81
LUMO energy (eV): 0.0922


A single C2H4O2P2 molecule at a distorted geometry, computed with ωB97M-V with the def2-TZVPD basis set.

XYZ file:
```
10
Properties=species:S:1:pos:R:3:mulliken_charge:R:1
P -0.05 -0.07 1.23 -0.07
P 0.09 -0.98 -0.75 -0.14
O 2.56 -0.11 0.03 -0.52
O -2.55 -0.05 0.20 -0.50
C 1.29 0.33 -0.09 -0.11
C -1.20 0.22 -0.13 0.04
H -2.90 -0.96 0.00 0.33
H -1.11 1.25 -0.53 0.27
H 2.69 -1.02 0.45 0.36
H 1.19 1.40 -0.42 0.35
```

Net charge: 0
Structure (SMILES): O[C@H]1P2#P1[C@@H]2O
ΔE to the lowest compared entry with this formula, charge and spin (kcal/mol): 58.8
HOMO energy (eV): -8.74
LUMO energy (eV): 0.4909


2 unconnected molecules or ions with the total composition C5H13N3 at a distorted geometry, computed with ωB97M-V with the def2-TZVPD basis set.

XYZ file:
```
21
Properties=species:S:1:pos:R:3:mulliken_charge:R:1
N -1.90 -0.14 0.74 -0.78
N -0.86 -0.50 -0.14 0.45
N 0.67 -0.61 1.69 -0.79
C 1.58 -0.77 -0.52 -1.67
C 0.42 -0.43 0.46 0.83
C 1.04 2.24 -0.42 -0.56
C -1.20 -1.59 -1.04 -1.05
C 0.51 2.08 0.80 -0.46
H 1.57 -1.85 -0.66 0.46
H -0.08 -0.30 2.31 0.29
H 2.51 -0.53 -0.02 0.35
H -0.40 -1.76 -1.76 0.35
H -2.62 0.33 0.21 0.24
H 1.48 -0.29 -1.50 0.39
H 2.10 2.35 -0.58 0.27
H 1.14 2.15 1.68 0.26
H -0.55 2.18 0.98 0.26
H -2.32 -0.96 1.19 0.23
H -2.09 -1.31 -1.60 0.34
H 0.41 2.23 -1.30 0.27
H -1.38 -2.53 -0.50 0.34
```

Net charge: 0
Structure (SMILES): [H]/N=C(/C)N(C)N.C=C
ΔE to the lowest compared entry with this formula, charge and spin (kcal/mol): 70.4
HOMO energy (eV): -8.51
LUMO energy (eV): 0.8871


A gas-phase ion, C2H6BrN3 (charge +2) at a distorted geometry, computed with ωB97M-V with the def2-TZVPD basis set.

XYZ file:
```
12
Properties=species:S:1:pos:R:3:mulliken_charge:R:1
Br 0.43 -1.94 -1.68 0.15
N -0.31 0.74 -2.25 -0.26
N 0.02 0.20 0.12 -0.31
N 0.19 -0.17 2.41 -0.22
C 0.03 -0.58 1.19 0.34
C 0.05 -0.18 -1.41 0.65
H 0.48 -0.78 3.16 0.29
H -0.12 0.76 -3.30 0.34
H 0.23 -1.59 0.83 0.22
H -0.14 1.23 0.22 0.30
H -0.01 0.78 2.67 0.26
H -0.84 1.52 -1.97 0.25
```

Net charge: +2
Structure (SMILES): N/C(Br)=[NH+]/C=[NH2+]
ΔE to the lowest compared entry with this formula, charge and spin (kcal/mol): 9.4
HOMO energy (eV): -20.69
LUMO energy (eV): -10.2652


Computed total energy, in the same sequence as the records: -1103.997954; -8051.325611; -24127.680689; -911.715834; -362.470077; -2817.386389 a.u..